Below is a cluster of 2 separate species, CH3F3N2S in total at a distorted geometry, with properties calculated with ωB97M-V/def2-TZVPD.

Properties
- net charge = 0
- HOMO level (spin up / spin down) (eV) = -10.714 / -8.745
- energy above the lowest of the compared OMol25 structures with the same formula, charge and spin (kJ/mol) = 177.6
- Kohn-Sham gap (spin up / spin down) (eV) = 9.985 / 7.809
- 2S+1 = 1
- maximum force (eV/A) = 4.944
- LUMO (spin up / spin down) (eV) = -0.73 / -0.94

Last column: Löwdin charge in e.
Cartesian coordinates (Å):
C: -2.67 0.45 0.08  -0.81
N: -1.27 -1.71 0.73  -0.41
N: 1.87 0.20 -0.94  0.09
F: -3.90 0.13 -0.37  0.09
F: -2.22 1.57 -0.46  0.08
F: -2.80 0.67 1.38  0.13
S: -1.33 -0.82 -0.50  0.91
H: -0.45 -2.43 0.61  0.05
H: 0.86 0.42 -0.99  -0.09
H: 2.51 0.61 -1.58  -0.05